C22H25BF5NO20P | the ωB97M-V functional and the def2-TZVPD basis

Structure (XYZ):
```
75
Properties=species:S:1:pos:R:3:forces:R:3
P -0.509952 0.977535 -0.612054 0.79 0.21 -0.67
F 2.081725 -1.175160 -3.085765 0.07 -0.03 -0.08
F 4.425492 -1.784751 6.755939 0.02 -0.02 0.08
F 4.876487 2.125353 -2.653374 0.19 0.04 0.01
F -4.989215 -0.179382 1.342250 0.01 0.01 -0.03
F -2.008059 -1.795170 3.781854 0.08 -0.04 0.05
O -2.810362 1.872133 -3.763747 -0.13 -0.45 0.37
O 0.416345 -4.128520 -3.683205 0.08 0.03 -0.04
O 6.164209 0.259083 -2.678037 -0.14 -0.16 -0.10
O 1.938915 -3.174604 8.696567 0.03 0.09 -0.04
O 1.243421 0.224405 6.026118 0.06 -0.08 0.01
O -0.705610 2.002769 0.585623 -0.01 -0.19 0.24
O -2.525456 2.486193 -1.465729 0.34 0.17 -0.18
O -1.169224 -4.022190 -2.084363 -0.10 0.00 0.04
O -0.617880 -0.769451 5.239875 -0.13 0.22 0.02
O 3.899759 -3.718008 7.797406 -0.15 -0.10 -0.18
O -0.939911 -0.411431 0.082629 -0.25 0.20 0.04
O -7.782922 0.950114 -0.324869 0.02 -0.03 0.04
O 2.921781 -5.115339 9.275622 0.03 -0.05 0.07
O -6.839271 2.376494 -1.796499 -0.32 0.05 -0.08
O 0.748722 0.274104 3.833227 -0.08 -0.01 -0.09
O 0.873580 0.880203 -1.112570 0.23 -0.12 -0.01
O 5.211340 -0.891898 -1.025373 -0.01 0.07 -0.06
O 7.136868 -1.633453 -1.925859 0.10 -0.05 0.01
O -5.585168 1.348414 -0.210932 -0.25 0.21 0.09
O 0.467319 -2.472599 -2.197162 0.02 -0.16 0.22
N 1.525681 3.903008 -5.130151 -0.10 0.03 -0.02
C 4.848094 0.780655 -2.538574 0.03 0.10 0.03
C 3.406768 -2.633378 7.027281 0.09 0.00 0.10
C 1.828136 2.765483 -4.515020 0.04 -0.26 0.17
C -0.441735 2.265767 -3.910593 0.05 0.12 0.19
C 0.533907 -0.059015 5.113077 0.02 -0.03 -0.07
C 2.916544 -4.104337 8.659214 0.04 0.12 0.02
C 0.232545 4.217403 -5.136367 -0.19 -0.06 0.08
C -0.767807 3.454937 -4.548885 0.19 0.06 -0.11
C 0.906626 1.923031 -3.905568 -0.04 0.02 -0.17
C -0.236186 -0.386583 3.014906 -0.01 -0.05 0.03
C 1.456459 -3.237288 -4.104711 0.00 -0.06 -0.07
C 1.729800 -2.454858 -2.837202 -0.09 0.13 0.01
C 6.262407 -0.835335 -1.874571 -0.06 0.12 0.04
C -1.560479 1.392840 -3.334513 -0.33 0.77 -0.81
C -1.337741 -0.644111 4.017206 0.09 -0.15 0.03
C -7.260152 0.076203 0.671333 -0.12 -0.02 0.03
C -5.937650 0.733381 1.002007 0.14 -0.09 -0.17
C 2.365985 -2.027956 7.942142 -0.10 -0.01 0.07
C -6.741444 1.639964 -0.887134 0.17 -0.19 0.14
C -0.201619 -3.591090 -2.606976 0.05 0.08 -0.14
C 4.461554 0.328093 -1.154134 -0.47 -0.10 0.14
C -1.794604 1.364330 -1.822222 -0.76 -0.93 0.54
B -3.380390 2.779455 -2.702547 0.64 1.70 -0.54
H -2.467435 0.491418 -1.702140 0.11 -0.21 -0.09
H -1.792152 3.777480 -4.585906 -0.17 0.01 0.01
H 1.534625 -1.572187 7.420049 -0.12 -0.09 0.04
H 3.013018 -3.018102 6.084964 0.06 0.07 -0.06
H 2.879771 2.508884 -4.496643 0.13 -0.06 -0.01
H -5.988071 1.488230 1.789756 0.07 -0.06 0.08
H 4.215036 0.375639 -3.329693 0.00 0.09 -0.05
H 1.080675 -2.580781 -4.890537 0.01 0.08 0.05
H 3.391513 0.147591 -1.062283 0.04 -0.13 0.06
H 2.473623 -2.903945 -2.176191 0.06 0.09 0.01
H 0.180798 -1.318755 2.633773 -0.06 -0.08 0.07
H 2.818352 -1.298785 8.615025 0.09 0.01 -0.04
H 1.241765 1.013271 -3.436339 0.03 -0.03 0.09
H -1.437876 0.385058 -3.743733 0.22 -0.20 0.19
H -7.941044 0.011167 1.516132 -0.06 0.11 -0.05
H -0.548751 0.220033 2.179736 0.16 0.32 0.14
H -0.748263 -1.111505 -0.557980 0.04 -0.18 0.16
H 2.313635 -3.797088 -4.466606 -0.06 -0.13 0.06
H -7.098116 -0.916796 0.248496 0.09 -0.01 0.02
H -0.037675 5.133568 -5.643814 0.02 0.15 -0.06
H -3.104133 3.965980 -3.028017 -0.13 -0.16 0.20
H -4.572626 2.755286 -2.542881 0.07 -0.71 0.04
H 4.779514 1.036676 -0.389480 0.08 0.08 -0.09
H -0.864769 2.884297 0.213312 -0.37 -0.01 0.03
H -2.059043 0.167921 4.115430 -0.08 -0.05 -0.03
```
Positions in Å, forces in eV/Å.

- LUMO energy: 1.8 eV
- Orbital gap: 6.46 eV
- 2S+1: 1
- Total charge: -1